A gas-phase ion, C3H8NO (charge -1) in a non-equilibrium geometry. Source: the OMol25 dataset; level of theory: wB97M-V/def2-TZVPD.

Atoms and positions in Å:
C (0.33492, -1.68224, -0.35692)
N (-0.70714, -0.77479, 0.10337)
C (-0.06532, 0.41285, 0.78590)
C (-0.18656, 1.61856, -0.16960)
O (-1.33307, 1.74947, -0.81597)
H (1.09952, -1.22530, -0.99225)
H (-0.16450, -2.50945, -0.87788)
H (0.77106, -2.12975, 0.53393)
H (-1.19600, -0.22683, -0.61252)
H (1.01203, 0.18895, 0.86399)
H (-0.37751, 0.50421, 1.82829)
H (0.75022, 1.56614, -0.79448)
H (0.06237, 2.50817, 0.50414)

Forces on atoms 1 to 3 (eV/Å):
-1.400 -0.198 -0.061
0.661 1.223 1.153
0.656 -1.638 -0.514

Its energy above the lowest of the compared OMol25 structures with the same formula, charge and spin is 17.4 kcal/mol. Its structure (SMILES) is CNCC[O-]. The value obtained for the total energy is -6777.239 eV. The value obtained for the HOMO-LUMO gap is 6.8 eV. The calculation puts the molar mass at 74.103 g mol⁻¹. As for the charge: -1. The value obtained for the HOMO energy is -2.417 eV.



2 unconnected molecules or ions with the total composition C3H8NO in a non-equilibrium geometry. Source: the OMol25 dataset; level of theory: wB97M-V/def2-TZVPD.

Atoms and positions in Å:
O (0.75472, 1.88625, 0.41278)
C (-0.01270, 2.05454, 1.33178)
H (-0.18346, 1.27734, 2.09658)
H (-0.55982, 2.98831, 1.47023)
C (-0.12144, -1.79662, -0.47796)
C (-1.42962, -1.66913, -0.34029)
N (0.68822, -0.62114, -0.85682)
H (0.39620, -2.74157, -0.41959)
H (-2.09886, -2.51375, -0.25416)
H (-1.92342, -0.70972, -0.22139)
H (0.42268, 0.24095, -0.33477)
H (1.67430, -0.80186, -0.66754)
H (0.54334, -0.41470, -1.84625)

Forces on atoms 1 to 3 (eV/Å):
-0.376 -0.287 -0.132
0.133 0.017 0.365
-0.021 -0.043 -0.090

Its energy above the lowest of the compared OMol25 structures with the same formula, charge and spin is 27.6 kcal/mol. The value obtained for the total energy is -6769.973 eV. The value obtained for the HOMO-LUMO gap is 11.3 eV. The calculation puts the molar mass at 74.103 g mol⁻¹. As for the charge: +1. The value obtained for the HOMO energy is -14.822 eV.



A gas-phase ion, C3H8NO (charge +1) in a non-equilibrium geometry. Source: the OMol25 dataset; level of theory: wB97M-V/def2-TZVPD.

Atoms and positions in Å:
C (0.24016, -1.35532, -0.02243)
C (-1.22829, 0.34819, 0.32929)
C (1.08901, 0.96221, -0.19078)
N (0.01822, -0.00702, -0.49781)
O (-2.33825, 0.04625, -0.29567)
H (0.88662, -1.57769, 0.76242)
H (-0.52629, -2.00992, -0.39281)
H (-1.14812, -0.06507, 1.27888)
H (1.76835, 1.09802, -1.09104)
H (0.59801, 2.01335, -0.07914)
H (1.67602, 0.51928, 0.73911)
H (-0.25863, 0.19535, -1.41960)
H (-3.06149, -0.03425, 0.29397)

Forces on atoms 1 to 3 (eV/Å):
-2.108 0.750 -2.447
0.738 -0.761 -1.371
1.800 1.520 0.737

Its energy above the lowest of the compared OMol25 structures with the same formula, charge and spin is 99.2 kcal/mol. The value obtained for the total energy is -6766.869 eV. The value obtained for the HOMO-LUMO gap (alpha / beta) is 9.5 / 8.7 eV. The calculation puts the molar mass at 74.103 g mol⁻¹. As for the charge: +1. The value obtained for the HOMO energy (alpha / beta) is -14.318 / -13.812 eV.



A gas-phase ion, C3H8NO (charge +1) in a non-equilibrium geometry. Source: the OMol25 dataset; level of theory: wB97M-V/def2-TZVPD.

Atoms and positions in Å:
O (-2.52298, 0.02141, -0.24866)
C (-1.52954, -0.63118, -0.41488)
C (-0.06311, -0.25395, 0.32443)
C (1.17024, -0.73072, -0.26824)
N (-0.14273, 1.26160, 0.38847)
H (-1.25865, -1.32915, -1.15362)
H (-0.01407, -0.70288, 1.43144)
H (2.13702, -0.31437, 0.29821)
H (1.24565, -0.53601, -1.36734)
H (1.47530, -1.74578, -0.17250)
H (0.45342, 1.77606, 1.14368)
H (-1.16883, 1.62985, 0.52776)
H (0.21827, 1.55509, -0.48878)

Forces on atoms 1 to 3 (eV/Å):
1.236 -0.897 -0.004
1.945 2.367 1.463
-3.023 -0.992 3.901

Its energy above the lowest of the compared OMol25 structures with the same formula, charge and spin is 31.9 kcal/mol. Its structure (SMILES) is C[C@@H]([NH3+])C=O. The value obtained for the total energy is -6769.785 eV. The value obtained for the HOMO-LUMO gap is 10.8 eV. The calculation puts the molar mass at 74.103 g mol⁻¹. As for the charge: +1. The value obtained for the HOMO energy is -15.074 eV.



2 unconnected molecules or ions with the total composition C3H8NO in a non-equilibrium geometry. Source: the OMol25 dataset; level of theory: wB97M-V/def2-TZVPD.

Atoms and positions in Å:
C (-2.70890, 0.16757, -0.18407)
C (1.26700, -1.12112, 0.03011)
C (1.56188, 0.29937, -0.03636)
N (0.78965, 1.28273, 0.15817)
O (-1.52065, 0.14401, 0.07162)
H (-3.12668, -0.68724, -0.54836)
H (0.61168, -1.53864, 0.78431)
H (2.17751, -1.70087, 0.36167)
H (0.89940, -1.64127, -0.78264)
H (2.58466, 0.49683, -0.39625)
H (-0.11957, 1.01657, 0.55008)
H (-3.31632, 1.04345, -0.08160)
H (0.90034, 2.23861, 0.07332)

Forces on atoms 1 to 3 (eV/Å):
2.115 1.353 0.707
1.503 -1.826 3.653
1.965 0.262 -1.616

Its energy above the lowest of the compared OMol25 structures with the same formula, charge and spin is 27.2 kcal/mol. The value obtained for the total energy is -6769.989 eV. The value obtained for the HOMO-LUMO gap is 10.3 eV. The calculation puts the molar mass at 74.103 g mol⁻¹. As for the charge: +1. The value obtained for the HOMO energy is -14.896 eV.



2 unconnected molecules or ions with the total composition C3H8NO in a non-equilibrium geometry. Source: the OMol25 dataset; level of theory: wB97M-V/def2-TZVPD.

Atoms and positions in Å:
C (1.41450, 2.29355, -0.43127)
C (0.70936, 0.43839, 1.01644)
C (-1.00632, -0.76001, -0.33570)
N (0.26043, -0.81209, 0.42791)
O (-1.35383, -1.97051, -0.63672)
H (1.50663, 3.15931, 0.12200)
H (2.16350, 1.90577, -1.11624)
H (-0.10049, 1.07064, 1.45928)
H (-1.84946, -0.12469, 0.03195)
H (-0.80734, -0.19846, -1.26675)
H (0.89037, -1.19106, -0.17229)
H (0.31462, -1.57030, 1.06438)
H (-2.14197, -2.24055, -0.16298)

Forces on atoms 1 to 3 (eV/Å):
0.016 -3.752 -0.233
0.532 3.551 -1.176
-1.367 4.118 -1.448

Its energy above the lowest of the compared OMol25 structures with the same formula, charge and spin is 85.6 kcal/mol. The expectation value of S² is 2.0858. Its spin multiplicity is 3. The value obtained for the total energy is -6762.360 eV. The value obtained for the HOMO-LUMO gap (alpha / beta) is 8.6 / 8.4 eV. The calculation puts the molar mass at 74.103 g mol⁻¹. As for the charge: +1. The value obtained for the HOMO energy (alpha / beta) is -13.662 / -14.562 eV.



2 unconnected molecules or ions with the total composition C3H8NO in a non-equilibrium geometry. Source: the OMol25 dataset; level of theory: wB97M-V/def2-TZVPD.

Atoms and positions in Å:
C (2.53475, -0.11260, 0.29837)
N (1.41786, 0.44003, 0.05616)
H (3.46868, 0.32692, -0.02911)
H (2.52049, -1.14524, 0.71725)
H (0.63750, -0.14434, -0.32551)
H (1.18560, 1.38587, 0.43748)
C (-1.69306, 1.07720, 0.19071)
C (-1.71890, -0.27068, 0.09173)
O (-0.65517, -1.03282, -0.53206)
H (-2.53640, 1.67295, 0.60821)
H (-1.05291, 1.58984, -0.52564)
H (-2.45410, -0.95769, 0.51720)
H (-1.18927, -1.70940, -1.02139)

Forces on atoms 1 to 3 (eV/Å):
1.220 -2.027 -0.058
-2.032 1.338 0.559
0.454 0.855 1.402

Its energy above the lowest of the compared OMol25 structures with the same formula, charge and spin is 55.4 kcal/mol. The expectation value of S² is 0.7550. Its spin multiplicity is 2. The value obtained for the total energy is -6754.425 eV. The value obtained for the HOMO-LUMO gap (alpha / beta) is 11.2 / 7.2 eV. The calculation puts the molar mass at 74.103 g mol⁻¹. As for the charge: +2. The value obtained for the HOMO energy (alpha / beta) is -21.292 / -21.289 eV.



A molecular structure, C3H8NO2 in a non-equilibrium geometry. Source: the OMol25 dataset; level of theory: wB97M-V/def2-TZVPD.

Atoms and positions in Å:
C (-2.39816, 0.20499, -0.00095)
C (-1.73884, -0.71714, 0.67204)
C (0.44137, 1.71029, 1.39473)
N (1.35181, 1.65297, 0.54621)
O (1.84712, -0.57249, -0.66131)
O (-0.38803, 1.65685, 2.20893)
H (-1.86919, 0.70995, -0.75651)
H (-3.39240, 0.69682, 0.32910)
H (-1.94814, -1.28500, 1.54771)
H (-0.76487, -0.85672, 0.22177)
H (2.14729, -0.31007, -1.60312)
H (1.62775, 0.49602, -0.06054)
H (1.96206, 2.35603, 0.23369)
H (0.90509, -0.86406, -0.82963)

Forces on atoms 1 to 3 (eV/Å):
-2.509 1.222 2.153
0.751 0.385 -0.961
-1.392 0.179 2.048

Its energy above the lowest of the compared OMol25 structures with the same formula, charge and spin is 77.7 kcal/mol. The value obtained for the total energy is -8816.582 eV. The value obtained for the HOMO-LUMO gap is 9.9 eV. The calculation puts the molar mass at 90.102 g mol⁻¹. As for the charge: +1. The value obtained for the HOMO energy is -14.075 eV.



2 unconnected molecules or ions with the total composition C3H8NO2 in a non-equilibrium geometry. Source: the OMol25 dataset; level of theory: wB97M-V/def2-TZVPD.

Atoms and positions in Å:
C (-0.19756, -1.05098, 1.36574)
C (0.68633, 1.01886, -1.34517)
C (0.61908, -0.38931, -0.92936)
N (-0.16945, -0.50730, 0.20686)
O (-0.99630, -0.69902, 2.30366)
O (-1.98894, 0.41615, -0.02342)
H (0.71309, -1.60014, 1.44969)
H (-0.27018, 1.50546, -1.40677)
H (1.35060, 1.57751, -0.67393)
H (1.16312, 1.01470, -2.28400)
H (1.68556, -0.68555, -0.85826)
H (0.10500, -1.04870, -1.66876)
H (-0.69222, -0.75836, 3.23392)
H (-2.00811, 1.20666, 0.62979)

Forces on atoms 1 to 3 (eV/Å):
1.602 1.759 -1.270
0.509 1.604 0.465
-0.435 -1.785 -2.106

Its energy above the lowest of the compared OMol25 structures with the same formula, charge and spin is 146.0 kcal/mol. The value obtained for the total energy is -8813.622 eV. The value obtained for the HOMO-LUMO gap (alpha / beta) is 8.8 / 8.8 eV. The calculation puts the molar mass at 90.102 g mol⁻¹. As for the charge: +1. The value obtained for the HOMO energy (alpha / beta) is -16.223 / -16.222 eV.



2 unconnected molecules or ions with the total composition C3H8NO2 in a non-equilibrium geometry. Source: the OMol25 dataset; level of theory: wB97M-V/def2-TZVPD.

Atoms and positions in Å:
C (0.86390, -1.68597, -0.73593)
C (0.04260, -0.62334, -0.15695)
C (-1.00625, 0.32230, -0.41905)
N (-1.26200, 1.14257, 0.73863)
O (0.30753, -1.59970, 0.62291)
O (1.43013, 0.80183, 0.22335)
H (0.45092, -2.41444, -1.42047)
H (1.85240, -1.48748, -0.68154)
H (-1.73542, -0.38705, -0.70680)
H (-0.71233, 1.07759, -1.16338)
H (-1.97281, 1.83504, 0.53177)
H (1.03839, 1.52727, 0.72924)
H (-1.53744, 0.80083, 1.64573)
H (2.24036, 0.69055, 0.79248)

Forces on atoms 1 to 3 (eV/Å):
-2.694 0.614 -0.247
2.566 -1.027 -0.955
0.580 1.592 1.746

Its energy above the lowest of the compared OMol25 structures with the same formula, charge and spin is 95.5 kcal/mol. The value obtained for the total energy is -8815.811 eV. The value obtained for the HOMO-LUMO gap is 10.4 eV. The calculation puts the molar mass at 90.102 g mol⁻¹. As for the charge: +1. The value obtained for the HOMO energy is -14.659 eV.



A gas-phase ion, C3H8NO2 (charge +2) in a non-equilibrium geometry. Source: the OMol25 dataset; level of theory: wB97M-V/def2-TZVPD.

Atoms and positions in Å:
O (-0.15304, 1.54031, 0.82188)
C (-0.53151, 0.38335, 0.59154)
O (-0.85797, -0.40363, 1.62687)
C (-0.08974, -0.43442, -0.70987)
C (0.96948, -1.49501, -0.33333)
N (0.40576, 0.56370, -1.69940)
H (-0.88262, 0.10194, 2.47658)
H (-0.97854, -0.90591, -1.08101)
H (1.65993, -1.70232, -1.11878)
H (0.36973, -2.41253, -0.10342)
H (1.47733, -1.34785, 0.67597)
H (-0.07864, 1.43208, -1.17134)
H (1.46169, 0.73983, -1.92616)
H (0.12946, 0.33181, -2.73609)

Forces on atoms 1 to 3 (eV/Å):
-0.746 -0.239 -0.758
1.673 -2.516 3.193
-0.081 1.621 -2.037

Its energy above the lowest of the compared OMol25 structures with the same formula, charge and spin is 55.9 kcal/mol. The expectation value of S² is 0.7574. Its spin multiplicity is 2. The value obtained for the total energy is -8802.527 eV. The value obtained for the HOMO-LUMO gap (alpha / beta) is 11.6 / 6.7 eV. The calculation puts the molar mass at 90.102 g mol⁻¹. As for the charge: +2. The value obtained for the HOMO energy (alpha / beta) is -22.309 / -22.271 eV.



C3H8NO2P in the gas phase in a non-equilibrium geometry. Source: the OMol25 dataset; level of theory: wB97M-V/def2-TZVPD.

Atoms and positions in Å:
C (1.07555, -1.24921, -0.07630)
C (0.95703, 1.13308, -0.08946)
C (-2.79951, -0.62277, 0.27903)
N (1.66672, -0.02431, -0.19444)
O (-0.13690, -1.46969, -0.04407)
O (3.06467, 0.14311, 0.25994)
P (-1.42962, 0.21944, -0.24797)
H (1.90912, -1.93078, 0.13787)
H (1.21026, 1.75981, -0.90502)
H (1.11379, 1.52579, 0.89905)
H (-2.99435, -1.68776, -0.04998)
H (-3.39981, -0.37414, 1.17172)
H (3.00436, 1.04243, 0.41614)
H (-1.81796, 1.63277, -0.03412)
H (-1.42334, -0.09776, -1.52240)

Forces on atoms 1 to 3 (eV/Å):
2.893 1.504 1.220
-2.494 -0.286 0.036
-0.533 -0.714 0.304

Its energy above the lowest of the compared OMol25 structures with the same formula, charge and spin is 165.5 kcal/mol. The value obtained for the total energy is -18107.904 eV. The value obtained for the HOMO-LUMO gap (alpha / beta) is 7.6 / 7.6 eV. The calculation puts the molar mass at 121.076 g mol⁻¹. The value obtained for the HOMO energy (alpha / beta) is -7.489 / -7.491 eV.